{"formula": "C18H21IN5S2Sc", "method": "wB97M-V/def2-TZVPD", "largest_force_ev_per_a": 0.59, "total_charge": 2, "lumo_ev": -6.77, "de_lowest_kj_mol": 1.2, "gap_ev": 7.22, "homo_ha": -0.5142, "species": ["Sc", "C", "C", "C", "C", "C", "C", "C", "H", "H", "H", "H", "H", "H", "H", "H", "S", "C", "S", "C", "C", "N", "C", "N", "N", "C", "C", "N", "H", "H", "H", "H", "H", "H", "H", "H", "H", "I", "C", "C", "C", "C", "N", "C", "H", "H", "H", "H"], "xyz": [[0.075, 0.258, 0.319], [-2.604, 0.708, 3.041], [-1.934, -0.284, 2.138], [-2.501, -0.589, 0.892], [-1.952, -1.566, 0.069], [-0.796, -2.248, 0.462], [-0.197, -1.935, 1.682], [-0.757, -0.951, 2.507], [-2.045, 0.870, 3.961], [-3.592, 0.333, 3.313], [-2.756, 1.664, 2.535], [-3.389, -0.059, 0.571], [-2.419, -1.793, -0.879], [-0.382, -3.024, -0.169], [0.689, -2.466, 2.010], [-0.296, -0.734, 3.463], [-1.185, 2.342, -0.169], [-0.376, 1.935, -1.653], [-0.453, 0.245, -2.106], [0.372, 2.862, -2.345], [1.257, 2.446, -3.375], [2.056, 2.032, -4.095], [0.476, 4.215, -1.895], [0.612, 5.291, -1.516], [4.174, 0.217, -3.710], [4.101, -0.246, -2.271], [2.738, 0.158, -1.714], [2.297, -0.506, -0.470], [5.107, 0.547, -3.960], [3.480, 0.988, -3.914], [3.941, -0.539, -4.356], [4.930, 0.212, -1.734], [4.245, -1.326, -2.260], [1.973, -0.051, -2.457], [2.716, 1.237, -1.556], [2.999, -0.420, 0.264], [2.204, -1.505, -0.645], [-0.021, 3.909, 5.011], [1.148, 3.195, 3.457], [2.389, 3.740, 3.154], [3.101, 3.211, 2.090], [2.560, 2.166, 1.369], [1.363, 1.630, 1.648], [0.682, 2.151, 2.680], [2.787, 4.565, 3.730], [4.066, 3.613, 1.815], [3.098, 1.763, 0.522], [-0.296, 1.737, 2.881]], "lowdin_charge": [0.70, -0.01, -0.30, -0.05, -0.10, -0.10, -0.10, -0.07, 0.08, 0.12, 0.10, 0.15, 0.13, 0.13, 0.13, 0.14, 0.70, -1.06, 0.69, -0.34, -0.17, 0.18, -0.23, 0.20, 0.19, -0.10, -0.29, -0.01, 0.17, 0.08, 0.18, 0.14, 0.14, 0.04, 0.10, 0.10, 0.11, 1.01, -0.69, -0.07, -0.01, -0.11, -0.05, -0.22, 0.12, 0.13, 0.09, 0.06]}

{"formula": "C18H21IrN5O3S2", "method": "wB97M-V/def2-TZVPD", "largest_force_ev_per_a": 3.10, "total_charge": 1, "lumo_ev": [-4.58, -4.58], "de_lowest_kj_mol": 155.0, "gap_ev": [5.58, 5.58], "homo_ha": [-0.3736, -0.3737], "species": ["Ir", "C", "C", "N", "N", "C", "N", "S", "C", "C", "C", "C", "C", "N", "H", "H", "H", "H", "H", "H", "H", "H", "H", "C", "N", "C", "C", "O", "H", "H", "H", "H", "H", "H", "H", "O", "C", "O", "C", "C", "C", "C", "S", "C", "C", "H", "H", "H", "H", "H"], "xyz": [[-0.266, -0.321, -0.354], [3.088, -1.237, 2.258], [2.190, -0.893, 1.120], [1.005, -0.410, 1.279], [0.534, -0.186, 2.525], [-0.546, 0.533, 2.541], [-1.140, 0.778, 3.711], [-1.248, 1.279, 1.120], [2.633, -1.016, -0.274], [3.944, -1.257, -0.638], [4.289, -1.230, -1.983], [3.312, -0.976, -2.932], [2.012, -0.780, -2.499], [1.691, -0.803, -1.203], [2.549, -1.120, 3.191], [3.968, -0.591, 2.278], [3.428, -2.270, 2.164], [-0.772, 0.362, 4.551], [-1.991, 1.309, 3.747], [4.688, -1.447, 0.122], [5.314, -1.398, -2.284], [3.543, -0.931, -3.986], [1.200, -0.599, -3.192], [-0.248, 2.874, -1.862], [-1.558, 2.425, -2.312], [-2.562, 3.467, -2.512], [-1.861, 1.160, -2.481], [-1.100, 0.185, -2.275], [0.222, 3.467, -2.646], [0.386, 2.022, -1.636], [-0.354, 3.483, -0.965], [-2.113, 4.304, -3.043], [-2.932, 3.820, -1.549], [-3.395, 3.082, -3.094], [-2.866, 0.988, -2.876], [-0.825, -7.689, -2.701], [-1.934, -7.147, -2.154], [-2.977, -7.731, -2.216], [-1.800, -5.810, -1.490], [-2.876, -5.380, -0.717], [-2.874, -4.131, -0.128], [-1.784, -3.280, -0.314], [-1.881, -1.723, 0.489], [-0.702, -3.703, -1.078], [-0.713, -4.963, -1.658], [-0.037, -7.163, -2.526], [-3.720, -6.046, -0.595], [-3.718, -3.799, 0.464], [0.144, -3.042, -1.227], [0.139, -5.255, -2.262]], "lowdin_charge": [0.87, 0.00, -0.24, -0.15, 0.01, -0.84, 0.12, 0.60, -0.21, 0.02, -0.01, -0.02, -0.09, -0.03, 0.07, 0.10, 0.10, 0.12, 0.10, 0.12, 0.13, 0.12, 0.12, -0.03, -0.15, -0.01, -0.27, -0.20, 0.11, 0.06, 0.09, 0.10, 0.10, 0.10, 0.16, 0.12, -0.48, 0.13, -0.13, 0.00, -0.10, -0.63, 0.65, -0.11, -0.03, 0.09, 0.13, 0.11, 0.07, 0.11]}

{"formula": "C18H21IrN5OS4", "method": "wB97M-V/def2-TZVPD", "largest_force_ev_per_a": 0.57, "total_charge": 2, "multiplicity": 2, "lumo_ev": [-6.05, -9.25], "de_lowest_kj_mol": 17.8, "gap_ev": [8.22, 5.02], "s_squared": 0.78, "homo_ha": [-0.5244, -0.5244], "species": ["Ir", "C", "C", "S", "C", "C", "S", "C", "C", "S", "H", "H", "H", "H", "H", "H", "H", "H", "H", "H", "H", "H", "N", "C", "C", "C", "N", "C", "N", "C", "O", "H", "H", "H", "N", "C", "N", "C", "C", "C", "C", "C", "C", "S", "H", "H", "H", "H", "H", "H"], "xyz": [[-0.011, -0.026, -0.186], [2.335, -0.341, 1.997], [1.337, -1.326, 2.575], [0.070, -1.870, 1.357], [-1.402, -1.579, 2.384], [-1.683, -0.116, 2.676], [-1.625, 0.947, 1.184], [-0.676, 2.375, 1.801], [0.691, 2.007, 2.339], [1.600, 1.043, 1.088], [2.969, -0.817, 1.247], [2.996, 0.060, 2.767], [0.814, -0.900, 3.429], [1.852, -2.221, 2.920], [-1.265, -2.134, 3.312], [-2.231, -2.060, 1.868], [-0.978, 0.285, 3.398], [-2.680, -0.008, 3.104], [-1.281, 2.886, 2.550], [-0.585, 3.014, 0.924], [0.651, 1.447, 3.271], [1.268, 2.913, 2.522], [1.536, -0.772, -1.303], [2.344, -0.953, -2.092], [3.325, -1.254, -3.066], [4.534, -0.543, -3.065], [5.529, 0.045, -3.065], [3.030, -2.258, -4.004], [2.782, -3.103, -4.752], [-1.169, 2.262, -1.692], [0.038, 1.719, -1.190], [-1.780, 1.530, -2.231], [-0.905, 3.060, -2.387], [-1.797, 2.706, -0.909], [-2.831, -2.015, -0.491], [-2.135, -1.830, -1.636], [-1.205, -0.911, -1.773], [-0.800, -0.831, -3.137], [0.045, 0.106, -3.730], [0.303, 0.009, -5.087], [-0.251, -1.005, -5.868], [-1.098, -1.933, -5.296], [-1.369, -1.818, -3.939], [-2.481, -2.793, -3.021], [-2.968, -1.196, 0.079], [-3.592, -2.676, -0.494], [0.475, 0.907, -3.147], [0.943, 0.749, -5.550], [-0.032, -1.056, -6.925], [-1.556, -2.714, -5.888]], "lowdin_charge": [0.87, -0.45, -0.42, 0.88, -0.47, -0.42, 0.90, -0.43, -0.41, 0.93, 0.08, 0.11, 0.08, 0.10, 0.11, 0.06, 0.07, 0.11, 0.12, 0.08, 0.08, 0.11, 0.08, -0.04, -0.13, -0.13, 0.27, -0.13, 0.27, -0.22, -0.53, 0.07, 0.10, 0.06, 0.11, -0.67, -0.07, -0.30, -0.06, -0.05, -0.05, -0.06, -0.45, 1.19, 0.07, 0.12, 0.09, 0.12, 0.12, 0.12]}